(1)
# C2H3N5O

C2H3N5O in the gas phase (wB97M-V/def2-TZVPD, OMol25).

Structure (ORCA input):
```
! RIJCOSX wB97M-V def2-TZVPD def2/J DEFGRID3
* xyz 0 1
O 0.215 -1.883 -0.166
N -2.056 -0.480 0.989
N 0.126 0.425 0.565
N 0.570 1.559 -0.042
N 1.427 1.277 -0.860
N 1.496 -0.137 -1.078
C -1.314 0.483 0.741
C 0.518 -0.732 -0.221
H -1.538 -1.411 1.010
H 2.186 -0.564 -1.812
H -1.631 1.461 0.875
*
```

Its HOMO energy is -10.49 eV. The frontier orbital gap is 11.15 eV. The energy above the lowest of the compared OMol25 structures with the same formula, charge and spin is 59.8 kcal per mole. As for the SMILES: [H]/N=C\n1nn[nH]c1=O. Its max |F| is 3.5 eV/Å.

---

(2)
# C45H100N5O4S

A molecular structure, C45H100N5O4S (wB97M-V/def2-TZVPD, OMol25).

Structure (ORCA input):
```
! RIJCOSX wB97M-V def2-TZVPD def2/J DEFGRID3
* xyz 3 1
S -0.605 -0.299 0.039
O -1.752 0.221 -0.679
O 0.481 -0.526 -0.922
O -0.958 -1.564 0.700
O -0.227 0.715 1.009
N 2.244 0.283 2.656
N -2.609 1.850 2.000
N 0.891 1.702 -2.018
N -1.975 -1.741 -2.726
N 1.763 -3.104 -0.603
C -3.171 0.255 -3.707
C 1.448 1.331 1.748
C -0.120 0.258 6.044
C -2.276 -2.810 -3.839
C -1.825 0.964 -3.992
C -3.734 2.741 2.573
C 1.788 1.333 -0.805
C 1.358 2.960 -2.732
C -0.035 3.229 2.482
C 4.041 1.998 3.036
C -0.849 3.395 -0.863
C 0.223 -3.189 -0.528
C 1.693 -1.403 -2.640
C -4.583 -0.571 -0.502
C 2.363 -1.997 0.278
C 3.200 0.720 -1.186
C 0.340 -0.097 4.564
C 2.189 -1.195 2.116
C 2.434 -4.471 -0.190
C -0.258 4.534 -1.728
C 2.161 -2.828 -2.113
C -1.724 -2.516 -1.340
C -1.678 1.385 3.098
C -0.696 -0.994 -3.038
C 3.766 0.608 2.664
C 1.758 0.366 4.224
C 3.961 0.375 0.034
C 1.849 2.732 1.949
C -0.597 1.954 -1.539
C 1.875 -5.213 1.051
C 0.328 -5.291 0.954
C 3.327 2.961 2.074
C -1.845 2.586 0.884
C 1.231 4.321 -1.984
C 2.060 -1.152 -4.104
C -4.371 0.595 0.362
C -3.089 -3.786 0.566
C -3.166 -0.765 -2.584
C -0.768 -0.080 -4.242
C -0.746 2.540 3.645
C 0.914 0.523 -2.978
C -0.284 -3.905 0.787
C -0.949 3.648 1.396
C -3.195 0.450 1.409
C -3.097 -3.195 -0.854
H -2.652 -2.295 -4.722
H 0.418 1.000 1.883
H 4.985 0.118 -0.234
H -0.925 -3.256 -1.370
H 0.174 -1.138 4.286
H -3.025 -3.549 -3.554
H 1.764 4.494 -1.049
H 3.014 -0.183 -1.769
H 2.518 -1.204 1.077
H 3.791 1.208 -1.961
H 1.375 -1.523 -4.866
H -2.216 0.894 3.908
H -3.081 -0.245 -1.629
H 1.972 2.317 -0.373
H -1.580 1.557 -3.111
H -5.337 0.837 0.804
H -3.708 -0.809 -1.108
H 0.063 -1.760 -3.196
H 0.084 -3.293 1.610
H 2.290 -6.218 0.990
H 1.828 -3.641 -2.758
H -4.473 2.954 1.800
H -0.350 5.482 -1.198
H 1.377 3.102 2.859
H -3.920 0.968 -3.363
H -3.381 -0.159 2.294
H -0.129 -3.764 -1.384
H 2.060 1.359 4.554
H 4.259 -0.122 3.306
H -3.467 -0.117 -4.688
H 0.634 -1.209 -2.469
H 3.249 -2.796 -2.168
H 4.065 1.174 0.768
H -1.304 1.838 0.304
H -1.893 3.481 -0.563
H -3.509 -3.859 -1.614
H 3.479 -0.440 0.574
H 0.686 3.955 2.858
H 2.482 -2.540 1.215
H 0.126 2.140 4.163
H 5.108 2.196 2.930
H 3.486 -4.190 -0.140
H 0.574 -0.338 -2.402
H 0.417 -0.467 6.655
H -0.363 4.111 0.602
H -5.378 -0.513 -1.246
H 0.244 0.230 -4.501
H 0.625 2.481 2.042
H 3.344 -1.605 0.006
H 2.050 -4.730 2.012
H -2.875 -4.840 0.746
H -2.347 -3.283 1.186
H -1.473 4.537 1.747
H 1.472 3.445 1.216
H -3.856 -2.413 -0.813
H -0.227 3.471 0.029
H 3.368 3.990 2.431
H -2.579 3.003 0.193
H -4.717 -1.429 0.156
H -0.188 -5.668 1.837
H 2.203 -0.637 -2.056
H 1.613 5.095 -2.650
H -1.198 0.145 6.162
H 1.613 -1.220 0.421
H 2.508 -5.121 -1.062
H 0.104 1.287 6.323
H 3.884 2.361 4.052
H 2.754 -1.827 2.802
H 2.198 -0.093 -4.326
H -4.067 -3.609 1.014
H -4.082 -1.349 -2.667
H -1.080 -0.670 -5.104
H -1.485 -1.725 -0.629
H -0.789 1.048 -0.964
H -0.914 4.636 -2.592
H -0.139 -2.189 -0.767
H 1.202 0.772 -0.078
H 1.166 -1.571 2.139
H 0.828 3.152 -3.665
H 1.860 0.450 -3.514
H -0.374 -0.394 -2.187
H -1.370 -3.351 -4.113
H 2.386 -0.332 4.778
H -0.346 0.446 3.915
H -1.751 1.563 -4.900
H -1.369 -3.888 0.895
H -3.274 3.602 3.058
H 3.068 -1.548 -4.227
H 2.407 2.790 -2.973
H 1.551 1.047 0.701
H -1.049 1.882 -2.529
H -2.333 0.019 0.901
H 0.155 0.742 -3.730
H -4.075 1.387 -0.326
H 0.086 -5.878 0.068
H 3.789 3.017 1.089
H -4.325 2.260 3.352
H -1.083 0.590 2.648
H 4.024 0.384 1.629
H -1.235 3.138 4.414
*
```

Its HOMO energy is -15.15 eV. The frontier orbital gap is 9.07 eV. The energy above the lowest of the compared OMol25 structures with the same formula, charge and spin is 1644.3 kcal per mole. Its max |F| is 11.4 eV/Å.

---

(3)
# C5H10O

2 unconnected molecules or ions with the total composition C5H10O (wB97M-V/def2-TZVPD, OMol25).

Structure (ORCA input):
```
! RIJCOSX wB97M-V def2-TZVPD def2/J DEFGRID3
* xyz 0 1
O 0.776 -1.044 -0.362
C 2.906 -0.272 -1.731
C 1.971 -0.876 -1.260
C -0.351 0.518 1.651
C -0.385 -1.305 -1.168
C -1.428 1.412 1.103
H 3.776 0.076 -2.238
H -0.650 -0.396 -1.715
H -2.026 1.838 1.918
H 0.300 1.016 2.370
H -0.740 -0.406 2.077
H -1.207 -1.577 -0.502
H -2.111 0.857 0.453
H -0.214 -2.131 -1.859
H -1.006 2.244 0.532
H 0.388 0.047 0.730
*
```

Its HOMO energy is -9.55 eV. The frontier orbital gap is 10.29 eV. The energy above the lowest of the compared OMol25 structures with the same formula, charge and spin is 112.0 kcal per mole. As for the SMILES: C#COC.CC. Its max |F| is 6.2 eV/Å.

---

(4)
# C4H6N2O

C4H6N2O in the gas phase (wB97M-V/def2-TZVPD, OMol25).

Structure (ORCA input):
```
! RIJCOSX wB97M-V def2-TZVPD def2/J DEFGRID3
* xyz 0 1
O 0.221 -0.588 -1.347
N 1.218 0.228 1.786
N 2.549 -0.558 -1.219
C -0.672 -0.379 -0.228
C 0.844 -0.103 0.633
C -1.636 0.757 -0.448
C 1.414 -0.425 -0.702
H 3.275 -0.378 -0.526
H -1.109 1.691 -0.676
H -2.314 0.534 -1.281
H 0.079 0.170 1.896
H -1.171 -1.319 0.032
H -2.248 0.903 0.449
*
```

Its HOMO energy is -9.97 eV. The frontier orbital gap is 10.22 eV. The energy above the lowest of the compared OMol25 structures with the same formula, charge and spin is 81.7 kcal per mole. As for the SMILES: [H]/N=C1/O[C@H](C)/C1=N\[H]. Its max |F| is 4.5 eV/Å.

---

(5)
# C9H29O10Tl

A molecular structure, C9H29O10Tl (wB97M-V/def2-TZVPD, OMol25).

Structure (ORCA input):
```
! RIJCOSX wB97M-V def2-TZVPD def2/J DEFGRID3
* xyz 3 2
Tl 11.519 17.280 -18.820
O 10.915 17.129 -21.827
O 13.376 20.157 -20.062
O 10.542 25.514 -20.210
O 11.091 22.046 -20.704
O 8.465 17.178 -19.692
O 7.863 19.921 -20.628
O 13.852 17.561 -21.463
O 10.514 19.727 -20.023
O 9.877 19.410 -22.615
O 9.123 17.855 -16.806
C 11.486 24.482 -20.018
C 11.946 16.967 -22.764
C 7.474 17.295 -18.649
C 10.837 22.999 -19.623
C 14.057 21.392 -20.034
C 13.286 17.731 -22.678
C 8.572 19.848 -22.899
C 7.849 18.249 -17.449
C 7.785 20.641 -21.858
H 8.888 17.081 -16.288
H 10.292 17.808 -22.098
H 8.239 21.631 -21.890
H 13.242 18.796 -22.905
H 6.618 17.683 -19.201
H 14.750 17.838 -21.657
H 8.801 19.975 -20.433
H 12.550 20.353 -20.511
H 10.700 21.188 -20.523
H 12.112 24.965 -19.268
H 8.684 20.429 -23.814
H 7.975 16.794 -20.423
H 8.097 18.919 -23.216
H 6.727 20.847 -22.021
H 14.000 21.836 -19.041
H 11.487 17.242 -23.713
H 9.782 23.213 -19.449
H 7.174 16.307 -18.300
H 12.141 15.898 -22.847
H 10.266 20.369 -19.330
H 10.140 19.697 -21.737
H 10.461 26.035 -19.407
H 13.729 22.069 -20.823
H 8.006 19.229 -17.899
H 15.135 21.295 -20.163
H 13.973 17.281 -23.395
H 7.019 18.242 -16.741
H 12.097 24.323 -20.906
H 11.173 22.668 -18.640
*
```

Its HOMO energy (spin up / spin down) is -18.37 / -18.47 eV. The frontier orbital gap (spin up / spin down) is 4.24 / 4.18 eV. Its max |F| is 5.3 eV/Å.

---

(6)
# C3H5NO3

C3H5NO3 in the gas phase (wB97M-V/def2-TZVPD, OMol25).

Structure (ORCA input):
```
! RIJCOSX wB97M-V def2-TZVPD def2/J DEFGRID3
* xyz 0 1
O 0.216 1.944 -0.201
O 2.545 -0.699 0.289
O -0.986 -0.612 -0.762
N 0.245 -1.226 -0.331
C 1.460 -0.316 -0.087
C 1.113 1.192 -0.362
C -1.675 -0.099 0.469
H -0.887 0.675 1.063
H 2.183 1.657 -0.555
H -2.482 0.402 -0.012
H 0.511 -2.284 -0.769
H -2.244 -0.635 1.257
*
```

Its HOMO energy is -9.70 eV. The frontier orbital gap is 9.32 eV. The energy above the lowest of the compared OMol25 structures with the same formula, charge and spin is 137.4 kcal per mole. As for the SMILES: CONC(=O)C=O. Its max |F| is 4.9 eV/Å.

---

(7)
# C5H8BrCl2P

C5H8BrCl2P in the gas phase (wB97M-V/def2-TZVPD, OMol25).

Structure (ORCA input):
```
! RIJCOSX wB97M-V def2-TZVPD def2/J DEFGRID3
* xyz 0 1
Br -0.400 0.353 3.111
Cl -2.772 -1.441 1.024
Cl -2.953 -1.446 -2.012
P -1.533 -1.316 -0.560
C 0.230 -0.426 1.582
C 1.285 0.083 -0.678
C 0.036 0.861 -1.131
C -1.166 0.437 -0.466
C 1.436 0.112 0.870
H 0.202 1.894 -0.847
H 0.196 -1.597 1.596
H -1.709 1.202 -0.085
H 2.090 0.331 -1.262
H 1.106 -0.971 -1.098
H 0.029 1.017 -2.252
H 2.374 -0.379 1.218
H 1.548 1.287 0.989
*
```

Its HOMO energy (spin up / spin down) is -8.41 / -8.57 eV. The frontier orbital gap (spin up / spin down) is 7.76 / 8.13 eV. The energy above the lowest of the compared OMol25 structures with the same formula, charge and spin is 73.6 kcal per mole. Its max |F| is 4.4 eV/Å.

---

(8)
# C39H45F6N4O5S2SbScSi

A molecular structure, C39H45F6N4O5S2SbScSi (wB97M-V/def2-TZVPD, OMol25).

Structure (ORCA input):
```
! RIJCOSX wB97M-V def2-TZVPD def2/J DEFGRID3
* xyz 1 1
Sb 0.644 0.468 -2.919
Sc 0.233 0.221 0.111
S 3.764 -2.098 2.617
S 2.868 -0.476 0.566
Si -2.255 2.634 -0.159
F 2.527 -3.934 3.969
F 4.514 -1.520 -1.190
F 1.741 -1.941 4.296
F 4.578 0.642 -1.102
F 1.285 -2.990 2.466
F 5.496 -0.525 0.461
O -1.283 1.280 -0.211
O 4.125 -2.994 1.569
O 1.945 -1.392 -0.114
O 4.628 -1.779 3.695
O 2.297 0.896 0.410
N 3.152 -0.693 2.045
N -0.016 0.222 2.363
N -0.931 -1.703 0.333
N -1.628 -1.498 2.588
C -3.968 1.991 3.558
C -3.088 2.049 2.491
C -4.537 3.223 -4.189
C -2.204 0.003 -3.698
C -0.832 -0.499 -4.129
C -1.051 -0.197 4.479
C 2.507 -0.144 -3.772
C -4.273 2.099 -2.085
C -0.796 6.410 0.726
C 2.853 0.452 -5.134
C -4.958 2.262 -3.278
C -0.644 -0.386 -5.639
C 4.497 -0.470 -0.390
C -3.499 2.462 1.222
C -2.418 -3.312 1.285
C 0.536 1.576 4.272
C -0.865 -0.477 3.116
C 2.545 -1.672 -3.802
C 0.570 6.209 0.884
C -2.767 3.855 -2.695
C 0.262 3.891 0.372
C -5.722 2.800 2.138
C 0.166 3.047 -4.663
C -2.445 -4.018 0.113
C 1.798 3.229 -2.745
C -3.162 2.888 -1.770
C 2.232 -2.781 3.388
C -1.632 -2.148 1.371
C -1.683 -3.574 -0.971
C -0.351 0.831 5.051
C -5.294 2.363 3.380
C -1.623 5.350 0.393
C -1.109 4.062 0.205
C -3.442 4.020 -3.898
C -4.831 2.851 1.072
C 1.104 4.942 0.707
C 0.675 1.230 2.955
C -0.952 -2.430 -0.807
C 0.515 2.575 -3.258
H -2.979 -3.641 2.150
H 2.905 1.540 -5.108
H 2.168 4.775 0.822
H -3.622 1.675 4.535
H -2.995 -0.546 -4.216
H -1.740 -0.796 5.060
H 1.366 1.765 2.318
H 2.627 3.078 -3.439
H -2.240 -1.925 3.265
H 0.693 2.902 0.223
H -5.069 3.355 -5.122
H -2.336 1.061 -3.935
H -2.049 1.796 2.666
H 1.211 7.041 1.144
H -1.656 -4.106 -1.910
H -0.489 1.056 6.100
H -1.919 4.496 -2.476
H -1.217 7.397 0.867
H 1.653 4.306 -2.636
H -3.043 -4.916 0.040
H -2.372 -0.102 -2.623
H -4.617 1.341 -1.390
H -0.816 2.698 -4.984
H 2.333 -2.113 -2.825
H -3.118 4.776 -4.602
H 0.137 4.141 -4.684
H -2.687 5.532 0.284
H -0.305 2.866 -2.596
H -0.593 0.652 -5.969
H 1.826 -2.075 -4.519
H 3.533 -2.025 -4.107
H 0.900 2.730 -5.405
H -0.747 -1.557 -3.856
H 0.258 -0.889 -5.986
H -5.988 2.326 4.210
H 2.117 2.849 -1.769
H 2.128 0.178 -5.900
H 3.827 0.084 -5.465
H 1.110 2.393 4.680
H -6.750 3.107 1.994
H -5.818 1.645 -3.501
H -5.190 3.200 0.112
H -1.493 -0.847 -6.150
H -0.334 -2.047 -1.610
H 3.250 0.204 -3.052
*
```

Its HOMO energy is -11.26 eV. The frontier orbital gap is 8.47 eV. The energy above the lowest of the compared OMol25 structures with the same formula, charge and spin is 7.9 kcal per mole. Its max |F| is 1.1 eV/Å.